No. 1
{
  "formula": "C24H42Cl3N4O3ScSi",
  "method": "ωB97M-V/def2-TZVPD",
  "charge": 0,
  "lumo_ev": [-0.162, -0.424],
  "relative_energy_ev": 7.665,
  "homo_energy_ev": [-4.5964, -2.7247],
  "species": ["C", "C", "H", "H", "H", "C", "C", "H", "H", "H", "H", "Sc", "Cl", "Cl", "C", "O", "N", "C", "C", "H", "H", "H", "H", "H", "H", "H", "H", "H", "C", "C", "N", "H", "C", "O", "H", "H", "H", "H", "O", "C", "C", "C", "H", "C", "H", "C", "H", "C", "C", "H", "H", "H", "Si", "Cl", "C", "C", "C", "H", "H", "H", "H", "H", "H", "H", "H", "H", "C", "C", "N", "C", "C", "N", "H", "H", "H", "H", "H", "H"],
  "positions_angstrom": [[-3.987, -1.215, -2.437], [-3.358, -1.890, -1.231], [-5.042, -1.482, -2.585], [-3.447, -1.486, -3.377], [-3.966, -0.124, -2.311], [-3.721, -3.195, -0.848], [-4.182, -4.262, -1.758], [-3.594, -3.460, 0.194], [-3.518, -4.366, -2.635], [-5.207, -4.143, -2.147], [-4.168, -5.199, -1.183], [1.711, 1.632, -0.274], [0.664, 3.753, -0.435], [2.821, 1.365, -2.491], [0.296, 1.139, 2.469], [1.028, 0.848, 1.482], [0.503, 0.588, 3.656], [1.486, -0.484, 3.808], [-0.246, 1.039, 4.815], [-0.518, 1.874, 2.415], [2.251, -0.412, 3.022], [0.991, -1.467, 3.741], [1.947, -0.393, 4.799], [-0.798, 1.933, 4.521], [0.428, 1.279, 5.642], [-0.955, 0.283, 5.156], [-0.011, -2.223, -2.786], [-0.405, -4.158, -0.361], [0.964, -2.572, -2.412], [0.676, -3.951, -0.388], [0.975, -2.632, -0.950], [1.761, -1.916, -2.771], [1.616, -1.743, -0.148], [2.274, -0.742, -0.498], [1.068, -3.979, 0.633], [1.497, -2.000, 0.930], [1.108, -3.595, -2.780], [1.173, -4.720, -0.995], [-1.901, -1.694, -1.220], [-2.589, -0.930, -0.215], [-1.581, -2.256, 1.708], [-2.471, -1.262, 1.250], [-0.913, -2.686, 0.962], [-1.486, -2.608, 3.056], [-2.537, 0.133, -0.531], [-3.205, -0.575, 2.252], [-0.798, -3.393, 3.372], [-2.276, -1.955, 4.008], [-3.124, -0.923, 3.604], [-3.806, 0.298, 1.976], [-2.274, -2.260, 5.061], [-3.693, -0.352, 4.359], [0.601, 1.692, -3.692], [-0.200, 0.683, -1.068], [1.320, 0.713, -5.075], [1.132, 3.540, -3.767], [-1.252, 1.917, -3.996], [1.660, -0.281, -4.784], [2.172, 1.282, -5.469], [0.561, 0.618, -5.856], [-1.852, 0.991, -4.039], [-1.281, 2.392, -5.002], [-1.722, 2.622, -3.293], [0.873, 4.056, -2.828], [0.573, 4.017, -4.591], [2.214, 3.618, -3.936], [2.374, 4.387, 2.260], [3.502, 3.718, 1.589], [3.526, 2.705, 0.707], [4.860, 2.494, 0.366], [5.631, 3.373, 1.074], [4.767, 4.140, 1.822], [2.094, 3.852, 3.187], [2.658, 5.425, 2.504], [1.503, 4.409, 1.579], [5.148, 1.755, -0.358], [6.688, 3.500, 1.107], [4.991, 4.921, 2.436]],
  "lowdin_charge": [-0.03, -0.46, 0.08, 0.09, 0.07, -0.19, -0.18, 0.06, 0.06, 0.05, 0.06, 0.25, 0.12, 0.20, -0.22, -0.20, -0.14, 0.00, -0.03, 0.17, 0.10, 0.09, 0.10, 0.10, 0.10, 0.08, 0.09, 0.09, -0.02, -0.05, -0.15, 0.08, -0.31, -0.18, 0.08, 0.13, 0.09, 0.09, -0.14, -0.24, -0.04, -0.16, 0.07, -0.10, 0.08, -0.04, 0.10, -0.14, -0.12, 0.11, 0.10, 0.11, 0.38, 0.34, -0.24, -0.27, -0.24, 0.01, 0.04, 0.03, 0.02, 0.04, 0.03, -0.06, 0.03, 0.01, -0.04, -0.38, -0.01, -0.11, -0.08, 0.10, 0.09, 0.09, -0.02, 0.10, 0.11, 0.17]
}



No. 2
{
  "formula": "C14H44BF4N3O6",
  "method": "ωB97M-V/def2-TZVPD",
  "charge": 0,
  "lumo_ev": -1.002,
  "homo_energy_ev": -6.4919,
  "species": ["O", "H", "H", "H", "O", "H", "H", "H", "C", "C", "O", "H", "H", "H", "H", "H", "B", "F", "F", "F", "F", "C", "C", "C", "O", "C", "N", "H", "H", "H", "H", "H", "H", "H", "H", "H", "H", "H", "C", "C", "C", "O", "C", "N", "H", "H", "H", "H", "H", "H", "H", "H", "H", "H", "H", "C", "C", "C", "O", "C", "N", "H", "H", "H", "H", "H", "H", "H", "H", "H", "H", "H"],
  "positions_angstrom": [[1.501, 0.106, 0.597], [1.791, -0.542, 1.243], [1.081, -0.341, -0.142], [2.162, 0.750, 0.332], [0.347, -1.534, 6.112], [1.024, -1.827, 5.497], [-0.247, -0.913, 5.685], [0.718, -1.107, 6.887], [5.182, -3.270, 2.641], [3.865, -3.597, 3.343], [2.699, -2.791, 3.134], [5.457, -2.234, 2.440], [5.189, -3.764, 1.670], [5.995, -3.692, 3.232], [4.028, -3.564, 4.420], [3.466, -4.600, 3.194], [-1.735, 2.078, 4.734], [-2.244, 0.786, 4.644], [-2.633, 3.084, 5.059], [-0.871, 2.117, 5.750], [-1.110, 2.316, 3.502], [4.281, 2.843, -2.891], [4.486, 3.236, -1.446], [3.557, 4.309, -0.794], [2.129, 3.926, -0.865], [1.218, 4.761, -0.173], [4.579, 1.994, -0.667], [4.712, 3.535, -3.615], [3.212, 2.794, -3.099], [4.586, 1.852, -3.227], [5.492, 3.657, -1.437], [3.668, 5.215, -1.390], [3.865, 4.483, 0.237], [1.144, 5.789, -0.528], [1.398, 4.795, 0.901], [0.242, 4.285, -0.266], [5.044, 2.190, 0.208], [5.165, 1.254, -1.027], [1.953, -2.418, -3.386], [0.644, -3.183, -3.283], [0.843, -4.685, -3.547], [1.351, -5.018, -4.851], [0.463, -4.754, -5.853], [0.211, -3.045, -1.918], [2.481, -2.694, -4.299], [2.656, -2.912, -2.715], [1.989, -1.332, -3.296], [-0.061, -2.711, -3.966], [-0.186, -5.039, -3.609], [1.521, -5.025, -2.764], [0.993, -4.796, -6.804], [-0.073, -3.805, -5.834], [-0.278, -5.541, -5.712], [-0.737, -3.393, -1.935], [0.647, -3.665, -1.250], [-4.348, 0.625, 0.081], [-5.539, 1.629, 0.089], [-6.806, 1.111, 0.872], [-7.764, 2.175, 0.845], [-9.157, 1.844, 1.112], [-4.981, 2.824, 0.631], [-4.575, -0.367, -0.310], [-3.972, 0.428, 1.085], [-3.478, 1.013, -0.449], [-5.932, 1.697, -0.926], [-6.625, 0.978, 1.939], [-7.193, 0.363, 0.180], [-9.471, 1.168, 0.317], [-9.818, 2.711, 1.122], [-9.249, 1.377, 2.092], [-4.277, 2.682, 1.341], [-5.678, 3.381, 1.104]],
  "lowdin_charge": [0.37, 0.16, 0.17, 0.15, 0.38, 0.16, 0.17, 0.19, -0.13, -0.52, -0.48, 0.05, 0.05, 0.05, 0.06, 0.07, -1.40, 0.09, 0.11, 0.15, 0.08, -0.07, -0.42, -0.13, -0.22, -0.12, 0.02, 0.08, 0.07, 0.07, 0.13, 0.12, 0.12, 0.09, 0.08, 0.09, 0.07, 0.07, -0.07, -0.47, -0.17, -0.19, -0.15, 0.02, 0.07, 0.08, 0.07, 0.13, 0.12, 0.14, 0.10, 0.08, 0.09, 0.07, 0.08, -0.07, -0.43, -0.18, -0.24, -0.08, 0.04, 0.07, 0.07, 0.07, 0.13, 0.13, 0.12, 0.08, 0.08, 0.08, 0.07, 0.07]
}



No. 3
{
  "formula": "C20H50O10",
  "method": "ωB97M-V/def2-TZVPD",
  "charge": 0,
  "lumo_ev": 0.806,
  "relative_energy_ev": 4.054,
  "homo_energy_ev": -9.3489,
  "smiles": "COCCOC.COCCOC.COCCOC.COCCOC.COCCOC",
  "species": ["C", "O", "C", "C", "O", "C", "H", "H", "H", "H", "H", "H", "H", "H", "H", "H", "C", "O", "C", "C", "O", "C", "H", "H", "H", "H", "H", "H", "H", "H", "H", "H", "C", "O", "C", "C", "O", "C", "H", "H", "H", "H", "H", "H", "H", "H", "H", "H", "C", "O", "C", "C", "O", "C", "H", "H", "H", "H", "H", "H", "H", "H", "H", "H", "C", "O", "C", "C", "O", "C", "H", "H", "H", "H", "H", "H", "H", "H", "H", "H"],
  "positions_angstrom": [[-3.224, 1.285, -4.697], [-3.451, 2.539, -5.291], [-3.021, 2.633, -6.618], [-4.034, 2.164, -7.636], [-4.424, 0.846, -7.349], [-5.156, 0.215, -8.376], [-3.270, 1.448, -3.618], [-2.215, 0.929, -4.928], [-3.928, 0.474, -4.894], [-2.070, 2.115, -6.798], [-2.800, 3.680, -6.837], [-3.677, 2.247, -8.672], [-4.863, 2.890, -7.638], [-6.106, 0.687, -8.628], [-5.289, -0.805, -8.024], [-4.554, 0.168, -9.290], [-1.439, 2.076, 1.269], [-1.618, 1.540, 2.547], [-2.585, 0.473, 2.548], [-2.511, -0.165, 3.913], [-3.617, -1.009, 4.123], [-3.602, -1.778, 5.308], [-2.241, 2.012, 0.527], [-0.549, 1.709, 0.738], [-1.213, 3.146, 1.351], [-2.278, -0.199, 1.746], [-3.561, 0.950, 2.439], [-2.481, 0.580, 4.720], [-1.566, -0.708, 4.057], [-3.120, -1.190, 6.098], [-3.105, -2.724, 5.108], [-4.630, -1.894, 5.643], [2.205, 1.047, -1.598], [3.246, 1.858, -2.056], [3.373, 2.992, -1.204], [4.658, 3.714, -1.544], [4.839, 3.889, -2.928], [5.858, 4.770, -3.266], [2.248, 0.826, -0.517], [2.140, 0.058, -2.050], [1.190, 1.471, -1.634], [3.460, 2.613, -0.182], [2.541, 3.697, -1.299], [5.494, 3.195, -1.058], [4.545, 4.731, -1.132], [5.562, 5.724, -3.715], [6.500, 4.331, -4.047], [6.588, 4.943, -2.467], [0.135, -2.601, 6.596], [1.283, -2.294, 5.823], [2.369, -3.158, 6.132], [3.458, -3.203, 5.112], [3.136, -3.986, 3.975], [4.025, -3.927, 2.919], [0.248, -2.401, 7.661], [-0.286, -3.595, 6.401], [-0.619, -1.964, 6.119], [2.041, -4.184, 6.326], [2.836, -2.712, 7.023], [4.370, -3.617, 5.568], [3.782, -2.238, 4.689], [4.957, -4.477, 3.155], [4.316, -2.894, 2.673], [3.631, -4.444, 2.044], [1.413, -1.044, 2.574], [0.839, -1.089, 1.284], [0.237, -2.314, 0.964], [-0.370, -2.155, -0.426], [-1.241, -1.056, -0.421], [-1.767, -0.783, -1.693], [1.562, -0.015, 2.885], [2.383, -1.555, 2.584], [0.796, -1.604, 3.282], [-0.561, -2.456, 1.711], [0.849, -3.225, 0.913], [-0.860, -3.094, -0.703], [0.513, -1.918, -1.039], [-1.847, -1.661, -2.350], [-1.102, -0.154, -2.299], [-2.773, -0.375, -1.622]],
  "lowdin_charge": [-0.12, -0.15, -0.22, -0.23, -0.19, -0.10, 0.08, 0.09, 0.08, 0.12, 0.13, 0.12, 0.13, 0.09, 0.09, 0.09, -0.14, -0.18, -0.16, -0.22, -0.19, -0.10, 0.09, 0.08, 0.08, 0.11, 0.13, 0.13, 0.11, 0.08, 0.09, 0.09, -0.14, -0.15, -0.20, -0.22, -0.16, -0.14, 0.08, 0.08, 0.08, 0.12, 0.13, 0.13, 0.13, 0.09, 0.09, 0.09, -0.11, -0.19, -0.20, -0.21, -0.19, -0.15, 0.09, 0.09, 0.07, 0.13, 0.13, 0.13, 0.13, 0.09, 0.08, 0.09, -0.08, -0.19, -0.21, -0.21, -0.19, -0.12, 0.10, 0.07, 0.07, 0.13, 0.13, 0.13, 0.13, 0.09, 0.08, 0.09]
}